Formula: C28H23ClN4O12P2
Source: the Open Molecules 2025 dataset
Level of theory: ωB97M-V with the def2-TZVPD basis set

Structure (XYZ):
```
70
C28H23ClN4O12P2, DFT ωB97M-V with the def2-TZVPD basis set
C 1.032 1.003 -7.212
C 1.878 0.248 -6.279
N 1.304 -0.943 -5.635
C 0.077 -0.775 -4.863
O -0.905 -0.018 -5.002
C 0.170 -1.766 -3.621
C -0.857 -2.030 -2.494
C -0.426 -3.082 -1.414
Cl -1.584 -3.499 -0.083
C 0.992 -3.769 -1.504
P 1.353 -5.028 -0.106
P 0.463 -6.889 -0.910
O 0.416 -8.017 0.117
O 1.320 -7.307 -2.346
O -1.104 -6.406 -1.457
C 2.006 -3.468 -2.664
O 3.276 -4.077 -2.741
C 1.552 -2.460 -3.742
C 2.245 -1.926 -5.067
O 3.347 -2.306 -5.543
H 0.455 1.890 -6.754
H 0.932 0.704 -8.315
H 2.934 0.611 -6.039
H -1.854 -1.487 -2.498
H 2.764 -5.226 0.046
H 0.752 -7.095 -3.131
H -0.951 -5.824 -2.248
H 3.287 -4.792 -2.053
O -3.421 -3.347 1.910
N -3.396 -3.893 3.006
O -3.528 -5.094 3.182
C -3.198 -3.047 4.186
C -3.080 -1.667 4.030
C -2.916 -0.866 5.155
C -2.866 -1.443 6.421
C -2.975 -2.824 6.568
C -3.141 -3.632 5.449
H -3.117 -1.205 3.050
H -2.829 0.211 5.046
H -2.744 -0.814 7.298
H -2.932 -3.268 7.557
H -3.228 -4.706 5.578
O 1.510 2.312 -4.437
N 1.936 3.111 -3.614
O 2.795 2.856 -2.783
C 1.373 4.463 -3.623
C 0.365 4.782 -4.531
C -0.183 6.061 -4.519
C 0.278 7.009 -3.611
C 1.293 6.687 -2.714
C 1.845 5.410 -2.716
H -0.003 4.053 -5.243
H -0.973 6.318 -5.217
H -0.156 8.004 -3.602
H 1.651 7.431 -2.010
H 2.632 5.171 -2.010
O -2.404 2.117 4.401
N -1.676 3.075 4.173
O -1.905 3.931 3.334
C -0.445 3.198 4.957
C -0.129 2.221 5.899
C 1.053 2.329 6.624
C 1.905 3.409 6.410
C 1.578 4.387 5.475
C 0.400 4.285 4.744
H -0.784 1.375 6.075
H 1.312 1.570 7.355
H 2.829 3.487 6.974
H 2.245 5.227 5.315
H 0.158 5.052 4.016
```

Lowest unoccupied orbital energy (eV): -1.33
Energy above the lowest of the compared OMol25 structures with the same formula, charge and spin (kJ/mol): 406.3
E_tot (Ha): -3345.08470
Total charge: 0
Orbital gap (eV): 6.034

Atomic partial charges in e from the Löwdin method, atoms 1 to 8:
1 C -0.01
2 C -0.12
3 N 0.04
4 C -0.30
5 O 0.08
6 C 0.00
7 C 0.01
8 C -0.55